Record 1
121
Properties=species:S:1:pos:R:3 method="wB97M-V/def2-TZVPD" homo_lumo_gap_ha=0.268 e_lumo_ev=2.09 energy_ha=-2803.06105 total_charge=-1
H -1.494 4.595 4.727
H -3.522 2.255 -1.835
N 2.609 1.280 2.615
O -0.046 5.675 2.862
H 6.874 -3.468 0.200
H -2.578 1.249 1.078
O -2.348 5.554 2.132
P -0.908 2.731 2.230
H -3.705 1.252 -5.830
C 0.087 -7.241 1.704
H 1.376 3.592 3.235
C -5.010 1.287 -0.266
C 0.447 -5.084 0.546
H -2.460 -3.630 2.944
H -1.824 -5.955 2.931
H -2.124 -0.708 -5.594
H 2.435 -5.079 1.433
C -1.115 -5.253 2.478
H 1.334 -8.338 3.077
H -4.438 0.270 -0.517
C -3.828 4.547 4.803
C 5.467 -5.338 -2.155
F -1.090 6.587 -0.284
N -6.556 0.363 1.613
H 3.742 -4.661 -1.073
C -4.140 2.535 -0.857
H -6.059 -0.564 1.556
H 2.160 -6.985 2.323
N -2.307 2.736 -5.318
C 6.569 -2.852 -0.654
H -4.464 4.441 3.827
C -1.785 0.295 -5.876
H -4.569 1.190 1.999
H -0.243 2.503 -4.854
F 1.108 5.903 0.346
H 0.193 2.917 4.639
H 3.472 -2.519 -2.056
C 6.875 -1.403 -0.283
H 6.704 -0.720 -1.120
C -2.290 3.374 -6.636
H 0.846 -5.677 -0.286
H -3.260 1.196 4.957
C -2.302 1.197 4.245
H -0.539 4.969 -5.149
C -1.915 -4.017 2.076
H -4.465 4.105 5.688
H 6.265 -1.075 0.566
H -6.012 1.237 -0.913
C 1.608 -4.393 1.255
H 3.448 1.286 4.655
F -0.232 4.298 -0.794
H 3.837 -0.251 3.533
H -3.625 5.695 5.046
H -1.331 2.541 -3.475
H 7.928 -1.308 0.005
C 4.831 -4.537 -1.024
C -0.846 4.463 -4.229
H 5.340 -6.409 -1.962
C 5.158 -2.290 -3.364
H 4.539 -1.232 -1.614
H 4.811 -1.421 -3.932
H -2.792 4.265 -0.293
H 4.988 -5.132 -3.114
C -1.127 3.044 -7.566
H -4.891 3.392 -1.206
C 1.335 1.379 3.479
H -1.070 3.794 -8.362
H 2.083 -0.825 2.006
C -2.049 2.273 0.764
C -3.165 3.285 0.278
H -0.747 -7.854 2.069
H -5.969 2.481 1.519
C 4.538 -2.269 -1.970
H -3.231 3.159 -7.158
H 1.847 0.512 0.627
H -1.263 2.077 -8.051
H 7.209 -3.141 -1.493
H -1.381 1.963 -0.178
H -0.163 3.045 -7.052
H -2.248 3.209 5.741
H 1.313 -3.945 2.207
C -0.305 5.387 0.192
C 3.724 0.917 3.574
H 6.540 -5.152 -2.249
C 1.203 -7.303 2.741
H -1.761 0.322 -6.968
H 4.743 1.468 3.294
O 0.989 0.299 4.178
H -1.271 -3.211 1.712
H 4.857 -3.176 -3.924
C 0.496 2.839 3.527
H 6.250 -2.246 -3.340
H 1.994 -3.586 0.623
C -1.143 2.983 -4.460
H 0.425 -7.748 0.791
H -0.159 -4.313 0.055
H -1.719 4.982 -3.819
H 5.121 -5.004 -0.074
H 3.587 -0.020 1.181
H -0.810 1.277 2.437
S -0.997 4.855 1.896
C -2.744 1.336 -5.309
H -0.407 -4.973 3.263
H 0.987 -6.701 3.627
H -0.767 0.411 -5.497
N 5.154 -3.108 -0.940
H -3.392 2.735 2.987
H 0.176 2.716 1.247
C -5.481 1.420 1.296
H -6.795 0.474 2.633
N -0.443 -5.918 1.357
C -2.339 3.789 4.700
C -2.325 2.707 3.520
H -2.650 -4.256 1.300
C 2.478 0.197 1.565
H -2.473 0.329 3.473
H -1.383 1.053 4.953
H -0.026 4.569 -3.511
H -2.310 4.461 -6.491
H -3.908 3.709 1.111
H -2.967 1.059 -4.270

Record 2
24
Properties=species:S:1:pos:R:3 method="wB97M-V/def2-TZVPD" homo_lumo_gap_ha=0.354 e_lumo_ev=0.62 smiles="C=C(C)CC.O.O.O" e_above_lowest_kcal_mol=28.42 energy_ha=-425.76542
H -3.500 -3.730 2.378
C -1.338 1.645 -1.305
O 2.724 -5.117 1.806
C -2.077 3.570 0.113
H 0.696 4.129 -0.817
H -2.281 1.119 -1.189
H 0.188 1.428 0.209
H -1.962 4.533 0.596
H -0.526 4.786 -1.925
O 4.972 -2.886 -0.362
C -1.249 3.052 -0.789
C -0.166 3.883 -1.449
H 0.365 3.243 -2.166
H -2.949 3.026 0.461
H -1.149 1.701 -2.370
H 3.666 -5.296 2.033
H 2.310 -5.989 1.737
H 5.668 -2.630 -0.963
H 5.151 -3.808 -0.178
C -0.157 0.829 -0.623
H -4.303 -4.412 3.401
H -0.600 -0.135 -0.378
O -4.092 -3.527 3.135
H 0.612 0.589 -1.355

Record 3
76
Properties=species:S:1:pos:R:3 method="wB97M-V/def2-TZVPD" homo_lumo_gap_ha="0.287 / 0.306" e_lumo_ev="2.26 / 2.79" s_squared=0.769 energy_ha=-30754.26138 multiplicity=2 total_charge=-2
F 0.891 2.691 1.341
C -0.795 -2.966 2.746
F -3.921 3.504 -1.735
H -0.361 0.216 -2.177
C 6.383 1.555 -0.643
H -0.574 -4.584 1.237
Br 4.540 1.544 -2.702
F 2.142 1.390 0.181
H -0.462 -0.132 -3.928
P -3.938 0.789 3.246
F -4.987 0.878 2.020
O -5.109 0.336 -6.101
C -4.527 -0.612 -0.864
P -3.475 4.623 -0.650
Br 1.291 -5.352 -0.882
H -2.090 -4.727 1.963
H 1.912 -3.635 0.903
C 0.835 1.624 -3.372
H 3.729 -2.043 3.285
B -3.912 -0.426 -3.008
O -4.671 0.442 -3.930
F 0.623 -0.431 0.594
Br 3.873 -0.036 5.670
F -3.541 -0.507 2.454
C 3.397 -3.529 -0.569
O -3.276 -1.980 -6.071
H 6.894 2.032 -1.477
P 0.814 1.122 1.046
C 5.213 0.751 -1.127
H 3.815 -3.735 -1.553
F -2.803 1.704 2.448
H 4.195 0.508 3.230
Br 0.956 -3.565 3.481
O -3.168 -1.388 -3.841
C 2.001 -3.667 -0.182
H -1.451 -2.763 3.590
Br -2.285 -2.711 0.432
H 3.693 -2.493 -0.400
Br 1.592 -1.123 -2.970
O -2.985 0.390 -2.262
C -1.354 -3.972 1.689
H -0.497 -2.049 2.242
H 1.586 1.716 -2.588
V -1.482 2.714 1.163
C 0.170 0.247 -3.126
F -3.185 0.389 4.590
F -3.712 3.522 0.544
F -3.009 5.602 -1.870
O -5.164 -0.839 0.140
C -3.326 0.362 -0.973
F -5.040 5.059 -0.605
H 1.312 1.752 -4.342
Br -0.385 3.150 -2.960
O -2.797 1.040 -0.028
F -0.512 1.095 1.948
F -0.162 1.623 -0.156
H 5.774 0.008 4.066
H 1.373 -2.864 -0.567
F -2.923 5.720 0.377
Br 5.746 3.011 0.518
O -4.763 -1.094 -2.066
F -5.256 -0.099 3.696
C -3.545 -1.221 -5.129
H 6.971 0.926 0.024
C 4.741 -1.646 3.367
F -1.976 3.894 -0.656
H 4.521 0.585 -0.303
H 5.479 -0.193 -1.603
H 5.260 -2.386 3.974
F -4.748 2.019 3.906
C -4.479 -0.045 -5.139
C 4.712 -0.172 3.904
Br 5.502 -1.522 1.493
O -1.416 3.893 2.109
Br 4.394 -4.767 0.587
F 1.735 0.849 2.348

Record 4
57
Properties=species:S:1:pos:R:3 method="wB97M-V/def2-TZVPD" homo_lumo_gap_ha=0.242 e_lumo_ev=-7.26 e_above_lowest_kcal_mol=156.93 energy_ha=-1206.33065 total_charge=+2
H -2.119 -1.552 -4.294
H 3.214 -7.494 -1.931
H -1.444 2.597 3.955
H 4.251 -0.830 -3.251
C 2.104 -5.915 -1.625
H -1.227 -0.632 -5.100
C -1.593 1.864 6.020
H 4.334 0.118 -4.728
O -4.862 0.372 -0.099
O -1.253 -1.350 3.866
N -6.871 -0.399 -0.622
C -1.659 -2.726 3.864
N 3.236 -6.596 -1.468
H -0.117 0.746 4.937
N 1.241 -6.556 -2.355
H -1.155 -3.307 3.093
H -2.511 1.427 3.638
H -1.607 3.890 -3.142
H -2.657 2.101 6.001
H 0.354 -6.150 -2.618
H -7.813 -0.183 -0.916
H 4.117 -6.191 -1.186
H -6.329 2.035 1.209
H -1.834 -1.063 5.809
O -1.602 3.531 -2.255
C 5.305 4.129 -2.209
H 4.152 2.985 -0.432
H -2.429 3.824 -1.872
Ba 0.192 0.105 -0.207
H 5.176 1.932 -3.662
H -7.764 1.261 0.598
H -6.387 -1.033 -1.242
N -6.762 1.265 0.718
H -2.733 -2.846 3.722
O 1.964 -4.817 -1.121
H 5.112 1.575 -2.031
H -1.488 -3.255 4.802
H -2.904 -0.469 4.610
O 3.371 1.054 -3.156
H 2.751 -0.544 -4.259
H 5.049 5.166 -1.991
H 3.498 3.849 -3.155
C -6.080 0.421 -0.001
H 5.951 4.031 -3.082
H 3.192 3.995 -0.847
C 4.465 1.923 -2.836
C 4.034 3.286 -2.390
C -1.205 0.809 4.907
C -1.843 -0.568 4.838
H -0.960 2.749 6.089
O -1.421 -0.903 -4.203
H -1.493 1.406 7.004
C 3.693 -0.142 -3.886
H 5.965 3.860 -1.385
N -1.524 1.614 3.739
N 3.419 3.051 -1.123
H 1.504 -7.450 -2.743

Record 5
12
Properties=species:S:1:pos:R:3 method="wB97M-V/def2-TZVPD" homo_lumo_gap_ha=0.275 e_lumo_ev=0.31 e_above_lowest_kcal_mol=110.90 energy_ha=-356.68065
H 2.526 0.428 0.739
H -2.263 -0.404 -0.726
C -1.352 0.687 0.880
N -0.377 -0.955 -0.367
C 1.823 -0.168 0.176
O 2.374 -0.884 -0.833
H -2.225 1.229 1.214
N -0.178 0.637 1.342
N -1.378 0.047 -0.462
C 0.506 -0.232 0.430
H -1.089 0.941 -1.107
H 1.632 -1.326 -1.287

Record 6
89
Properties=species:S:1:pos:R:3 method="wB97M-V/def2-TZVPD" homo_lumo_gap_ha="0.235 / 0.239" e_lumo_ev="-7.25 / -7.20" e_above_lowest_kcal_mol=9.49 s_squared=0.764 energy_ha=-2710.71038 multiplicity=2 total_charge=+2
H -4.076 3.861 -1.898
C -2.301 -3.945 2.032
H -3.098 -2.311 -2.505
C -2.092 -1.183 2.184
C 2.254 0.157 -2.079
H 0.843 -2.128 -6.893
O 6.724 1.595 -1.551
O 1.035 -2.587 -0.618
N -0.148 0.986 0.681
H -3.831 2.590 4.221
C -0.339 -0.793 -5.702
H -5.265 1.779 -1.295
C 4.449 1.073 -1.844
N 1.885 -1.794 1.728
C 0.459 -1.908 -5.905
C -2.469 -2.374 -1.617
H 1.097 0.365 5.363
N 5.867 2.011 -3.604
C -2.488 3.824 3.062
H -3.722 -1.294 3.595
C 3.730 -3.339 1.722
C -1.510 1.672 -2.173
C 1.310 -0.487 3.697
C -1.226 -1.868 1.314
H 2.956 0.382 1.096
N 0.818 1.846 1.112
F -4.062 -3.848 3.571
H -2.758 3.896 0.902
N 2.092 0.039 -0.752
C -3.147 -3.210 2.847
C -3.287 2.543 3.278
H 1.447 -0.191 -2.705
Re 0.307 -1.047 0.204
H -0.640 3.168 4.000
H -1.381 4.843 1.485
C 3.243 -2.077 3.676
C -1.361 -3.276 1.274
C -3.533 0.537 -1.527
O 0.369 0.050 3.174
H 0.494 -3.148 -2.766
O 2.887 -3.787 -0.991
H -1.669 3.785 -2.477
C -1.378 3.970 4.098
C 2.184 -1.489 3.001
C -2.177 0.489 -1.842
H -2.003 -0.117 2.316
C -1.297 1.631 0.805
O 1.696 -0.277 4.949
H -2.622 1.676 3.338
C 5.792 1.593 -2.324
H -4.020 2.373 2.484
C 0.749 -2.753 -4.842
C 0.258 -2.475 -3.576
C -0.530 -1.340 -3.360
C 4.039 -3.008 3.027
H 3.452 0.706 -3.737
H -2.393 -5.022 1.995
N -1.037 2.832 1.289
P -1.235 -1.050 -1.704
H -3.070 -2.321 -0.712
H -0.856 4.922 4.000
C 2.253 -3.093 -0.267
H 5.070 2.097 -4.205
H -0.451 1.652 -2.411
H -0.589 -0.144 -6.531
C 4.287 0.953 -0.469
C -4.210 1.752 -1.535
H -1.794 3.915 5.104
H -3.166 4.678 3.158
C -0.836 -0.508 -4.438
H 1.355 -3.636 -4.996
H -1.944 -3.330 -1.634
C 3.400 0.671 -2.657
H 5.092 1.251 0.188
C 2.648 -2.716 1.127
C 3.109 0.450 0.031
C -3.056 -1.834 2.935
C -3.542 2.920 -1.872
H 6.752 2.367 -3.928
H 4.292 -4.065 1.151
C -2.189 2.878 -2.198
H 4.874 -3.469 3.537
H -4.075 -0.364 -1.274
H 3.433 -1.799 4.702
H -0.722 -3.865 0.628
H -2.277 1.267 0.549
N 0.296 2.942 1.462
H -1.475 0.354 -4.310
C -1.953 3.929 1.635

Record 7
75
Properties=species:S:1:pos:R:3 method="wB97M-V/def2-TZVPD" homo_lumo_gap_ha="0.071 / 0.272" e_lumo_ev="4.43 / 4.38" s_squared=6.027 energy_ha=-2798.93086 multiplicity=5 total_charge=-2
C 0.460 -1.309 -2.736
O 0.961 -0.813 4.645
O 1.182 -1.153 2.396
H -2.678 1.495 0.790
C 0.498 2.820 -3.815
H 5.673 0.697 -4.879
H 1.208 -3.444 4.517
H -4.101 -0.327 0.900
H 4.741 -0.791 -5.072
H -4.644 -1.496 -0.323
Fe -0.878 -0.102 -0.014
C -3.996 -0.619 -0.156
H -0.853 3.103 5.342
H -1.436 -2.174 4.022
H 1.388 -2.973 -0.813
H -2.286 -1.776 2.342
H -4.361 0.205 -0.783
H -0.440 2.334 -3.493
C 2.968 0.826 -1.683
H 0.336 -3.527 2.948
H -3.422 0.099 -2.978
C -1.732 -1.826 0.300
C 0.499 -2.937 3.849
N -2.058 0.111 3.163
H -1.426 -3.274 1.837
C -0.556 -1.238 -1.645
H 3.477 1.233 0.375
H 2.171 0.054 0.184
H 0.190 -0.662 -3.578
C 0.624 -2.925 -0.026
H 1.440 -0.977 -2.367
H -1.232 -3.601 4.861
C 3.118 0.409 -0.260
C -0.468 -1.988 -0.409
H 0.475 2.867 -4.913
C -1.840 -0.565 -1.680
C -1.200 2.261 4.731
H -0.479 3.067 2.840
H -2.012 1.094 6.380
H 0.570 -2.343 -3.101
C 3.868 0.405 -2.675
C -1.533 1.199 2.597
H -2.299 1.384 -2.502
C 4.662 0.304 -5.059
C -1.656 1.227 1.122
H 3.841 -0.411 -0.187
N 0.996 2.082 -1.062
H 4.348 0.632 -6.057
C 0.944 -1.479 3.588
C 1.714 2.055 -3.396
N -0.611 1.893 0.398
H 0.804 4.207 -1.378
H 0.224 -3.937 0.153
H 1.106 -2.577 0.905
C 0.444 3.338 -0.859
C 1.935 1.693 -2.059
C -2.276 0.120 4.483
H -0.562 -2.179 5.438
H 4.715 -0.219 -2.388
H -3.148 -3.008 1.409
H -1.166 3.970 0.514
H -1.779 0.181 -3.692
C -2.572 -0.945 -0.485
C -1.006 2.261 3.351
H 2.446 1.857 -5.411
C 3.689 0.770 -4.013
C 0.399 1.168 -0.258
H 0.504 3.854 -3.440
N -0.770 -2.727 4.592
C -2.166 -2.524 1.540
C -0.531 3.224 0.069
C -1.846 1.165 5.305
C -2.362 0.317 -2.773
C 2.610 1.584 -4.364
H -2.843 -0.723 4.894

Record 8
14
Properties=species:S:1:pos:R:3 method="wB97M-V/def2-TZVPD" homo_lumo_gap_ha=0.389 e_lumo_ev=0.66 smiles="NC(O)(O)[C@@H]1NC1=O" e_above_lowest_kcal_mol=61.37 energy_ha=-453.10322
O 2.920 0.058 0.253
O -1.849 0.547 -0.092
H -2.571 -0.091 -0.127
C 0.479 0.807 -0.094
H 0.365 -1.734 -0.300
H -1.175 -2.047 0.172
N 1.177 0.491 -1.347
C 1.883 0.367 -0.233
N -0.585 -1.385 -0.321
O -0.695 -0.288 1.710
H 1.234 0.968 -2.227
H -0.784 0.562 2.155
C -0.680 -0.106 0.308
H 0.280 1.850 0.143

Record 9
22
Properties=species:S:1:pos:R:3 method="wB97M-V/def2-TZVPD" homo_lumo_gap_ha=0.333 e_lumo_ev=0.53 e_above_lowest_kcal_mol=59.60 energy_ha=-495.74254
H 0.807 2.409 0.721
H 1.145 1.078 -0.839
H 0.078 -0.102 -1.817
C -0.909 1.533 -0.831
C 0.210 0.440 -0.847
C -1.283 -1.069 0.747
C -0.809 2.735 -0.291
H -1.186 -1.617 1.696
N 1.185 -2.467 1.581
H -1.696 -1.644 -0.126
H 1.481 -3.445 1.416
H -1.816 -0.209 0.927
O -1.688 3.757 -0.602
O 0.019 3.097 0.702
H 1.862 -1.836 -1.587
C 0.184 -0.644 0.377
H -1.669 4.251 0.197
C 1.150 -1.936 0.420
H -1.590 1.200 -1.567
H 0.536 -0.047 1.243
H 2.323 -3.137 -0.776
N 1.668 -2.346 -0.741

Record 10
8
Properties=species:S:1:pos:R:3 method="wB97M-V/def2-TZVPD" homo_lumo_gap_ha=0.254 e_lumo_ev=4.19 e_above_lowest_kcal_mol=24.14 energy_ha=-378.69212 total_charge=-1
O -2.897 -2.144 0.311
C 0.164 -0.413 -0.291
O -2.666 1.203 -1.072
O -3.420 1.185 1.098
C -0.983 -0.818 -0.141
H 0.876 0.293 -0.419
C -2.359 -1.068 0.163
C -3.018 0.902 -0.010